Below is the molecule C4H4Cl2 at a distorted geometry, with properties calculated with ωB97M-V/def2-TZVPD.

Geometry as ORCA input:
```
! wB97M-V def2-TZVPD RIJCOSX def2/J DEFGRID3
* xyz 0 1
C 0.65 0.38 -1.61
Cl 1.92 1.44 0.42
H 1.27 1.08 -2.27
H 0.04 -0.31 -2.15
H -1.93 -1.08 1.71
C -1.47 -0.37 1.01
C 0.75 0.34 -0.27
H -1.97 0.35 0.47
Cl 0.87 -1.42 1.88
C -0.13 -0.41 0.81
*
```

The frontier orbital gap comes out at 10.31 eV. Its structure (SMILES) is C=C(Cl)C(=C)Cl. Its total energy is -29256.008 eV. The calculation puts the lowest unoccupied orbital energy at 0.4970 eV.